ORCA calculation (ωB97M-V/def2-TZVPD) on a 2-piece molecular cluster, C4H5N2 overall in a non-equilibrium geometry.

Each line ends with the Löwdin charge.
Geometry (Å):
C  -0.294753  -0.022164  0.114627  0.02
C  -2.457291  -0.392177  0.053634  0.06
C  1.861321  0.458041  0.120075  -0.06
C  1.028503  -0.716255  0.036847  0.01
N  -3.199095  0.510565  0.062389  0.23
N  0.551060  0.793353  -0.423977  0.11
H  -2.359771  -1.422351  0.054134  0.09
H  1.937242  0.841093  1.146493  0.15
H  2.745735  0.536880  -0.386266  0.10
H  0.888235  -1.446612  -0.712781  0.11
H  -3.484153  1.535837  0.114899  0.19

Atomic forces in eV per Å
C 0.32 -0.40 0.77
C 0.23 2.69 0.15
C -0.54 -0.61 3.40
C -2.60 0.12 0.46
N -0.46 1.40 0.12
N -1.13 1.35 -1.40
H 0.13 -1.72 -0.05
H 0.03 -0.02 -0.51
H 1.85 0.44 -1.88
H 1.33 -1.09 -0.90
H 0.85 -2.17 -0.17

Summary:
HOMO: -14.4 eV
2S+1: 1
Energy above the lowest of the compared OMol25 structures with the same formula, charge and spin: 5.176 eV
Kohn-Sham gap: 9.93 eV
Net charge: +1
Largest force on an atom: 3.494 eV/Å



ORCA calculation (ωB97M-V/def2-TZVPD) on a single C18H19Cl3N2O5S molecule in a non-equilibrium geometry.

Each line ends with the Löwdin charge.
Geometry (Å):
C  -3.127869  0.412769  1.716961  -0.09
C  -3.146503  -0.875445  0.911983  -0.55
C  -4.428093  -1.661442  1.106612  -0.06
H  -4.308179  -2.665232  0.701513  0.08
H  -4.660936  -1.749542  2.165774  0.09
H  -5.259969  -1.170522  0.605689  0.10
C  -2.821865  -0.680091  -0.596442  -0.12
N  -1.507209  -1.201867  -0.795151  -0.01
C  -0.904578  -2.162592  -1.545863  -0.39
O  -1.157870  -2.661504  -2.598826  0.14
C  0.195478  -2.340536  -0.462265  -0.14
N  1.531059  -1.991461  -0.829022  0.13
C  1.802092  -0.885575  -1.572374  -0.46
O  0.942393  -0.142491  -1.987180  0.10
C  3.291965  -0.641359  -1.762457  -0.05
C  3.795670  -0.022681  -0.484995  -0.23
C  4.535233  -0.759230  0.430398  -0.05
C  4.949966  -0.185870  1.620394  -0.08
C  4.619344  1.125951  1.911981  -0.09
C  3.877004  1.865618  1.006059  -0.09
C  3.468380  1.294514  -0.184806  -0.05
H  2.886522  1.866978  -0.891755  0.11
H  3.616311  2.889664  1.228185  0.10
H  4.941509  1.571713  2.841020  0.10
H  5.532145  -0.766416  2.320817  0.10
H  4.804262  -1.783040  0.207973  0.11
H  3.419024  0.048304  -2.597016  0.13
H  3.810269  -1.575312  -1.979257  0.12
H  2.291828  -2.544470  -0.468858  0.14
C  -0.616202  -1.284923  0.318863  -0.29
H  -0.114926  -0.364332  0.612673  0.12
S  -1.744859  -1.920201  1.653212  1.04
O  -1.992546  -3.307654  1.268086  -0.49
H  0.156563  -3.330672  -0.006716  0.15
C  -2.845559  0.789850  -1.024581  -0.44
O  -3.804407  1.391224  -1.413643  0.14
O  -1.608203  1.289418  -0.925984  -0.05
C  -1.339906  2.582764  -1.411912  -0.30
C  -0.977743  3.502255  -0.248854  -1.54
Cl  -2.395248  3.802922  0.780081  0.64
Cl  0.291361  2.744902  0.734492  0.64
Cl  -0.383398  5.047570  -0.879820  0.61
H  -0.482487  2.493210  -2.087214  0.13
H  -2.213764  2.978668  -1.943567  0.13
H  -3.538325  -1.221967  -1.222711  0.18
H  -3.297241  0.189836  2.768389  0.09
H  -2.168809  0.917978  1.627565  0.06
H  -3.911695  1.090307  1.382566  0.09

Atomic forces in eV per Å
C -0.03 -0.05 0.07
C 0.21 -0.09 0.39
C 0.14 -0.16 0.04
H -0.07 -0.05 -0.05
H -0.07 -0.02 0.09
H -0.03 0.11 -0.04
C -0.01 -0.04 -0.41
N -0.34 0.18 0.18
C 0.21 -0.34 -0.29
O -0.08 -0.11 -0.20
C 0.11 -0.09 0.10
N -0.11 -0.36 0.10
C 0.66 -0.25 -0.10
O -0.23 0.24 -0.10
C -0.20 0.19 0.00
C 0.21 0.01 0.01
C 0.01 0.05 -0.06
C 0.03 -0.04 0.11
C 0.04 0.01 0.09
C -0.03 0.05 0.03
C 0.02 -0.03 -0.05
H -0.08 0.08 -0.08
H -0.02 0.11 0.01
H 0.03 0.04 0.08
H 0.05 -0.04 0.06
H 0.03 -0.10 -0.05
H -0.05 -0.11 0.00
H 0.03 0.01 -0.02
H -0.06 0.08 -0.08
C -0.40 0.15 0.50
H 0.07 0.08 0.00
S 0.23 1.43 -0.10
O -0.24 -1.45 -0.28
H -0.02 0.06 -0.07
C -0.31 -0.25 -0.12
O -0.12 -0.01 0.03
O 0.26 0.09 0.18
C -0.12 0.24 -0.41
C -0.03 0.04 0.15
Cl 0.03 -0.02 -0.09
Cl 0.09 0.01 0.03
Cl -0.05 -0.13 -0.11
H -0.09 0.09 0.18
H 0.23 0.03 0.16
H 0.09 0.14 0.09
H -0.03 0.03 0.07
H 0.08 0.16 0.03
H -0.02 0.07 -0.05

Summary:
HOMO: -9.2 eV
2S+1: 1
Energy above the lowest of the compared OMol25 structures with the same formula, charge and spin: 0.032 eV
Kohn-Sham gap: 9.57 eV
Largest force on an atom: 1.496 eV/Å



ORCA calculation (ωB97M-V/def2-TZVPD) on C22H30BiCl5N3O as an isolated structure.

Each line ends with the Löwdin charge.
Geometry (Å):
Bi  0.440489  -0.089469  -0.881197  1.98
C  -1.947911  -2.532769  -2.138997  -0.06
C  -2.530611  -1.350969  -2.923697  -0.36
C  -3.816611  -0.877569  -2.250597  -0.05
C  -1.486411  -0.278269  -3.067197  -0.27
C  -0.257711  -0.564669  -3.682997  -0.10
C  0.753389  0.381231  -3.751297  -0.08
C  0.578089  1.679831  -3.233097  -0.34
C  1.628589  2.717831  -3.382797  -0.02
C  -0.678811  1.987031  -2.691197  -0.09
C  -1.683511  1.033131  -2.611297  -0.09
H  -2.703011  -3.302969  -2.009797  0.10
H  -1.623811  -2.191469  -1.150997  0.04
H  -1.100111  -2.984169  -2.643197  0.06
H  -2.781911  -1.702069  -3.930997  0.17
H  -3.626911  -0.554669  -1.226097  0.07
H  -4.531611  -1.695169  -2.216597  0.10
H  -4.283411  -0.067869  -2.803897  0.10
H  -0.105611  -1.529369  -4.141297  0.14
H  1.666689  0.146731  -4.276497  0.14
H  1.554389  3.142131  -4.385497  0.12
H  2.631489  2.311431  -3.290297  0.10
H  1.501889  3.537631  -2.681997  0.09
H  -0.895411  3.003331  -2.399797  0.14
H  -2.654811  1.326631  -2.250897  0.12
Cl  5.997289  -4.737769  0.650603  0.78
C  4.834289  -3.496569  0.605503  -0.69
C  3.774289  -3.567469  -0.310597  -0.69
Cl  3.622689  -4.898069  -1.378597  0.77
C  2.844589  -2.531169  -0.345997  -0.58
Cl  1.561589  -2.586569  -1.499097  0.76
C  2.900689  -1.436869  0.518403  -0.45
O  1.978289  -0.463969  0.552203  -0.44
C  3.959689  -1.397469  1.435103  -0.62
Cl  4.007689  -0.085769  2.526403  0.75
C  4.931389  -2.397069  1.478503  -0.68
Cl  6.231789  -2.282769  2.579203  0.78
N  -0.392111  1.556031  5.086703  0.25
C  -0.417811  1.245431  3.618303  -0.28
C  -1.494011  0.184531  3.358803  -0.07
C  -1.712511  -0.083669  1.858103  -0.31
N  -0.587111  -0.821969  1.251003  -0.01
C  -1.952711  1.225931  1.108303  -0.11
C  -0.834311  2.247031  1.320803  -0.31
N  0.425289  1.811531  0.674403  -0.01
C  -0.689611  2.526031  2.825803  -0.08
H  -0.185511  0.716131  5.647903  0.19
H  -1.298111  1.927631  5.409203  0.19
H  0.328989  2.254931  5.318303  0.19
H  0.577289  0.852331  3.376003  0.15
H  -2.447911  0.524431  3.769503  0.15
H  -1.237311  -0.750869  3.861403  0.14
H  -2.612611  -0.698569  1.757103  0.16
H  -0.788311  -1.817469  1.204903  0.12
H  0.283489  -0.722869  1.770703  0.07
H  -2.891611  1.662631  1.453603  0.15
H  -2.070011  1.019231  0.045003  0.08
H  -1.145711  3.177231  0.840403  0.16
H  1.130789  1.482131  1.329803  0.08
H  0.847889  2.584131  0.166903  0.12
H  -1.626811  2.976631  3.161003  0.15
H  0.099289  3.257531  2.996603  0.14

Atomic forces in eV per Å
Bi 0.15 -0.10 0.60
C -0.15 0.09 -0.35
C -0.31 -0.22 0.12
C 0.13 -0.09 -0.33
C 0.03 0.08 -0.17
C -0.16 0.13 -0.13
C -0.09 0.13 -0.16
C -0.28 -0.21 0.07
C 0.21 0.24 -0.20
C 0.13 -0.02 -0.18
C -0.05 -0.07 -0.19
H -0.01 -0.09 0.11
H -0.04 -0.05 0.23
H 0.14 -0.12 -0.05
H 0.05 0.00 0.03
H -0.03 0.07 0.16
H -0.04 -0.04 0.04
H -0.10 0.13 0.01
H 0.06 -0.19 -0.02
H 0.21 -0.08 0.02
H 0.03 0.07 -0.06
H 0.10 -0.04 0.03
H 0.00 0.09 0.07
H 0.04 0.18 0.14
H -0.15 0.03 0.15
Cl 0.00 0.01 0.01
C -0.18 0.11 -0.09
C 0.29 0.00 0.18
Cl 0.00 0.18 0.10
C 0.45 0.14 0.52
Cl -0.35 -0.17 -0.31
C 0.73 -0.61 0.19
O -0.26 0.30 -0.53
C -0.14 -0.25 -0.29
Cl 0.00 0.41 0.31
C -0.09 -0.15 -0.22
Cl -0.18 -0.04 -0.12
N 0.19 0.05 0.45
C -0.31 -0.12 -0.64
C 0.09 -0.13 -0.05
C -0.44 0.30 0.18
N -0.05 -0.22 -0.26
C 0.14 -0.04 0.21
C -0.63 0.10 0.22
N 0.24 0.08 -0.18
C 0.24 -0.01 -0.03
H -0.08 0.19 -0.09
H 0.20 -0.07 -0.05
H -0.17 -0.11 -0.02
H -0.03 0.04 0.19
H -0.03 0.04 0.03
H -0.04 -0.02 0.05
H 0.19 0.04 0.03
H 0.02 -0.09 0.12
H 0.06 -0.15 -0.02
H -0.02 0.01 -0.06
H -0.14 0.01 -0.09
H 0.11 -0.05 0.06
H 0.17 0.03 0.03
H 0.07 0.13 0.14
H -0.04 0.01 0.03
H 0.09 0.11 0.02

Summary:
HOMO: -15.8 eV
2S+1: 1
Energy above the lowest of the compared OMol25 structures with the same formula, charge and spin: 0.000 eV
Kohn-Sham gap: 6.10 eV
Net charge: +3
Largest force on an atom: 0.967 eV/Å



ORCA calculation (ωB97M-V/def2-TZVPD) on C26H27N3OSTl as an isolated structure.

Each line ends with the Löwdin charge.
Geometry (Å):
Tl  -0.105675  0.306627  -0.017151  0.74
C  -3.442758  0.417030  1.072695  -0.07
C  -3.186325  -1.067332  1.085419  -0.35
C  -4.207507  -1.954875  1.367699  -0.07
C  -3.913782  -3.321269  1.312324  -0.10
C  -2.642616  -3.734627  1.023265  -0.04
C  -1.620156  -2.775734  0.792759  -0.21
N  -1.940469  -1.465350  0.794723  0.06
C  -0.249983  -3.156765  0.533373  -0.22
C  0.182255  -4.453632  0.647902  -0.07
C  1.536182  -4.797709  0.549589  -0.13
C  2.457797  -3.748108  0.509245  -0.07
C  2.067778  -2.435843  0.389127  -0.22
N  0.681923  -2.139891  0.111719  -0.20
C  3.012794  -1.349563  0.475427  -0.21
C  4.417292  -1.569755  0.476976  -0.04
C  5.278220  -0.514114  0.611424  -0.10
C  4.773144  0.782241  0.734234  -0.08
C  3.399081  0.941778  0.671326  -0.35
C  2.809893  2.331144  0.740908  -0.07
N  2.548682  -0.078397  0.529906  0.07
H  -4.449905  0.636710  1.428925  0.07
H  -3.333137  0.824807  0.065245  0.06
H  -2.717012  0.933347  1.702492  0.05
H  -5.201704  -1.594608  1.596730  0.09
H  -4.692502  -4.054273  1.491959  0.09
H  -2.422466  -4.790228  0.964650  0.09
H  -0.527538  -5.232731  0.897370  0.09
H  1.861666  -5.820893  0.676279  0.07
H  3.504542  -3.981752  0.660241  0.09
H  4.808159  -2.569399  0.357834  0.09
H  6.348893  -0.686405  0.614259  0.09
H  5.421685  1.641075  0.851753  0.09
H  3.281299  2.902241  1.543564  0.07
H  1.736975  2.287648  0.915860  -0.01
H  2.985500  2.866809  -0.196392  0.08
C  -2.836114  9.513032  0.252194  -0.06
C  -2.522078  8.068022  -0.039391  -0.28
C  -3.436444  7.247450  -0.686313  -0.04
C  -3.150767  5.908151  -0.936773  -0.06
C  -1.932521  5.388931  -0.546598  -0.39
C  -1.008070  6.188222  0.114774  -0.08
C  -1.302271  7.519283  0.356008  -0.05
S  -1.630146  3.628402  -0.776912  0.81
C  -0.352231  3.802220  -2.023805  -0.24
O  -2.830474  3.095263  -1.480052  -0.53
H  -3.796028  9.801019  -0.175633  0.07
H  -2.070086  10.173508  -0.158470  0.08
H  -2.880097  9.693286  1.328193  0.08
H  -4.391596  7.658514  -0.994330  0.11
H  -3.858794  5.252856  -1.430670  0.10
H  -0.063097  5.770175  0.446437  0.11
H  -0.579314  8.144521  0.868814  0.11
H  -0.808209  4.265335  -2.898443  0.06
H  -0.004463  2.793467  -2.243846  0.03
H  0.463577  4.406069  -1.627352  0.05
C  0.435360  -1.625601  -1.285528  -0.29
H  1.358551  -1.747531  -1.859945  0.02
H  -0.331805  -2.252504  -1.750000  0.02

Atomic forces in eV per Å
Tl -0.02 0.04 -0.26
C 0.01 -0.07 -0.01
C -0.02 0.07 -0.02
C 0.02 0.00 0.00
C 0.01 0.00 -0.01
C 0.00 -0.05 0.01
C 0.07 0.01 0.00
N -0.02 -0.01 -0.03
C -0.02 0.05 0.03
C 0.05 -0.02 -0.03
C 0.01 -0.01 -0.03
C -0.05 -0.10 -0.01
C -0.02 0.08 -0.02
N 0.09 -0.13 -0.08
C -0.07 -0.03 0.02
C 0.01 -0.03 0.00
C -0.03 -0.03 -0.01
C -0.03 0.00 0.03
C -0.02 0.07 -0.01
C 0.04 -0.04 0.01
N 0.06 0.01 -0.03
H 0.00 0.00 -0.01
H 0.00 0.00 0.01
H 0.01 0.00 0.00
H 0.01 0.00 -0.01
H 0.01 -0.01 0.00
H -0.02 0.02 0.02
H 0.01 0.02 0.01
H 0.00 0.00 0.02
H -0.02 0.01 -0.01
H 0.02 0.04 0.02
H 0.00 -0.01 0.01
H 0.00 -0.01 -0.01
H 0.01 0.02 -0.03
H 0.00 -0.02 0.01
H -0.02 -0.01 0.00
C 0.01 -0.05 -0.01
C -0.03 0.04 0.00
C 0.00 -0.05 -0.01
C -0.06 0.08 -0.06
C 0.00 -0.01 0.00
C 0.05 0.05 0.02
C 0.05 -0.04 0.00
S -0.24 -0.01 0.19
C 0.00 -0.04 -0.05
O 0.10 0.06 0.02
H 0.01 0.00 0.00
H -0.01 -0.01 0.00
H 0.00 0.00 0.00
H 0.01 -0.02 0.00
H 0.01 0.02 0.02
H -0.02 0.01 0.01
H 0.00 -0.02 0.00
H 0.06 0.00 -0.01
H 0.02 0.02 -0.02
H 0.01 -0.03 -0.02
C 0.02 -0.07 0.32
H 0.03 0.14 0.01
H -0.09 0.08 0.03

Summary:
HOMO: -2.0 eV
2S+1: 1
Kohn-Sham gap: 4.24 eV
Net charge: -1
Largest force on an atom: 0.332 eV/Å



| no. | lowest unoccupied orbital energy (eV) |
| --- | --- |
| 1 | -4.48 |
| 2 | 0.35 |
| 3 | -9.72 |
| 4 | 2.20 |